Record 1
Molecular formula: C14H44N2O10
Method: DFT, ωB97M-V/def2-TZVPD

CARTESIAN COORDINATES (ANGSTROEM)
O1 18.31895 -5.08068 -2.26914
H1 18.01218 -5.54331 -1.48590
H2 18.87721 -5.62238 -2.83174
H3 17.62829 -4.69782 -2.81504
O2 17.42978 -6.86353 -0.59666
H4 16.69087 -6.85917 -1.23582
C1 22.15354 -7.46404 -3.20861
C2 21.13111 -6.36461 -2.96154
C3 21.65338 -4.95868 -3.28291
O3 20.73090 -3.98832 -2.79958
C4 21.10553 -2.63672 -3.16339
N1 19.88901 -6.76765 -3.64234
H5 21.59047 -8.39674 -3.17489
H6 23.07489 -7.44940 -2.62638
H7 22.42796 -7.37235 -4.25950
H8 20.93633 -6.42418 -1.89073
H9 21.86659 -4.79314 -4.33897
H10 22.58524 -4.84685 -2.72861
H11 20.31647 -1.95114 -2.85441
H12 21.17968 -2.50332 -4.24265
H13 22.00518 -2.24488 -2.68884
H14 20.09565 -6.80345 -4.63032
H15 19.69852 -7.72409 -3.37961
C5 13.77719 -4.69300 -1.61004
C6 13.88274 -5.62995 -0.45262
C7 13.72772 -7.13191 -0.76499
O4 12.60637 -7.52493 -1.56214
C8 12.59035 -7.17957 -2.91090
N2 15.11224 -5.48097 0.26670
H16 12.72490 -4.61476 -1.88331
H17 14.44743 -4.98910 -2.41702
H18 14.05306 -3.68268 -1.30799
H19 13.01949 -5.31102 0.13149
H20 13.55617 -7.74739 0.11812
H21 14.67580 -7.40240 -1.22984
H22 11.84000 -6.42358 -3.14237
H23 12.50253 -8.07805 -3.52173
H24 13.55535 -6.78784 -3.23252
H25 15.03690 -5.71391 1.24658
H26 15.79917 -6.10457 -0.13250
C9 16.94424 -2.48929 -3.74001
C10 17.85154 -2.34217 -4.95387
O5 18.44144 -1.07929 -4.97786
O6 16.46748 -3.80362 -3.57803
H27 16.14853 -1.74710 -3.80391
H28 17.45039 -2.20923 -2.81617
H29 17.32492 -2.53662 -5.88819
H30 18.67534 -3.05462 -4.99700
H31 18.91668 -0.91639 -5.79590
H32 15.78466 -3.88955 -4.24734
C11 20.23153 -5.25155 0.71253
C12 19.25270 -4.91810 1.88892
O7 18.01923 -4.49431 1.36650
O8 19.95638 -6.63177 0.23360
H33 21.25848 -5.26126 1.07774
H34 20.25341 -4.57617 -0.14273
H35 19.73329 -4.16558 2.51411
H36 19.09535 -5.85439 2.42437
H37 17.39627 -5.19643 1.16514
H38 19.00476 -6.63458 0.10707
C13 20.02920 -10.10645 -0.14032
C14 19.17142 -10.17962 -1.39985
O9 18.96481 -8.89686 -2.00740
O10 21.30378 -9.55725 -0.48038
H39 19.99076 -11.06608 0.37519
H40 19.60333 -9.31401 0.47512
H41 18.20449 -10.64994 -1.22109
H42 19.73867 -10.67809 -2.18588
H43 18.32015 -8.45111 -1.45305
H44 21.11179 -8.69994 -0.86735

Cartesian forces (eV/Å) of the 3 atoms listed first:
O 0.1 2.2 0.5
H -0.7 -1.4 1.6
H 1.9 -2.0 -1.6

## Properties
Net charge ... +1
Electronic energy ... -38674.16979 eV
Molar mass ... 400.5 Da
2S+1 ... 2
E_HOMO (alpha / beta) ... -11.712 / -11.709 eV

natural (NBO) population analysis, charges in e, atoms 1 to 2:
1 O -0.8119
2 H 0.5405

***

Record 2
Molecular formula: C14H44O12
Method: DFT, ωB97M-V/def2-TZVPD

CARTESIAN COORDINATES (ANGSTROEM)
O1 1.36220 -1.82444 -4.47788
C1 1.41670 -2.57057 -3.22717
C2 1.22868 -4.02098 -3.43477
O2 2.17297 -4.58867 -4.30995
H1 2.02840 -2.27822 -4.99928
H2 2.39459 -2.41694 -2.77086
H3 0.77383 -2.13577 -2.46181
H4 0.20708 -4.13299 -3.79795
H5 1.33427 -4.57689 -2.50315
H6 1.96683 -4.41016 -5.23040
O3 -0.22606 2.70583 -3.10830
C3 -1.53271 2.93826 -2.72477
C4 -2.52173 3.17892 -3.92286
O4 -2.63007 2.07354 -4.71250
H7 -0.15394 1.85607 -3.54912
H8 -1.81643 2.02190 -2.20720
H9 -1.68072 3.75504 -2.01833
H10 -1.98779 3.85011 -4.59555
H11 -3.52652 3.54823 -3.71767
H12 -2.49497 1.29732 -4.16402
O5 0.28697 0.57710 4.71336
C5 1.48355 -0.10651 5.09522
C6 1.23867 -1.60109 5.37458
O6 0.94586 -2.16591 4.09883
H13 0.03573 1.01084 5.53211
H14 2.21039 0.08307 4.30536
H15 1.74876 0.37448 6.03672
H16 0.53234 -1.78281 6.18462
H17 2.26039 -1.83677 5.67231
H18 0.34922 -1.54806 3.67001
O7 0.37650 1.68330 -0.34278
C7 0.26867 0.32832 -0.49806
C8 -0.69278 -0.18521 0.60685
O8 0.02650 -0.82628 1.67526
H19 0.85486 1.93008 0.45211
H20 -0.07250 0.38282 -1.53186
H21 1.20146 -0.23339 -0.44811
H22 -1.43500 -0.94068 0.34902
H23 -1.34317 0.61133 0.96824
H24 0.31877 -0.12763 2.26524
C9 2.88626 -3.27264 1.11632
C10 3.61422 -2.17896 1.83649
O9 3.58312 -2.57984 3.17418
H25 3.29482 -3.08551 0.12327
H26 1.82424 -3.05258 1.22495
H27 3.23659 -4.27058 1.37992
H28 3.05272 -1.26590 1.63865
H29 4.66661 -2.06606 1.57603
H30 2.74065 -2.97440 3.41117
C11 -6.13874 -1.07768 -1.06437
C12 -4.85566 -1.63927 -0.35340
O10 -3.77883 -0.63819 -0.57411
H31 -6.84230 -1.81304 -0.67405
H32 -6.04985 -1.02513 -2.14947
H33 -6.43142 -0.18554 -0.51072
H34 -4.53928 -2.59290 -0.77602
H35 -5.01896 -1.77406 0.71584
H36 -4.06736 -0.00316 0.08551
C13 -0.26775 3.08585 2.18050
O11 1.02483 2.58325 1.98739
H37 -0.21670 4.14569 1.93102
H38 -1.01608 2.61973 1.53954
H39 -0.55291 2.86850 3.20984
H40 1.48974 2.91453 2.75921
C14 2.14306 4.68538 -0.79551
O12 0.99604 4.92930 -1.69331
H41 3.06363 4.29767 -1.23179
H42 2.61677 5.51231 -0.26648
H43 1.88330 3.91168 -0.07301
H44 0.74968 4.04468 -1.97324

Cartesian forces (eV/Å) of the 3 atoms listed first:
O -0.3 -0.7 1.2
C 1.3 1.5 0.2
C -1.1 -0.6 0.0

## Properties
Electronic energy ... -39795.41162 eV
Molar mass ... 404.5 Da
2S+1 ... 1
E_HOMO ... -9.483 eV

natural (NBO) population analysis, charges in e, atoms 1 to 2:
1 O -0.7157
2 C -0.1032

***

Record 3
Molecular formula: C14H45BN2O21P5S3
Method: DFT, ωB97M-V/def2-TZVPD

CARTESIAN COORDINATES (ANGSTROEM)
C1 2.37357 -0.39554 -0.01324
N1 1.40505 0.26400 -0.90497
C2 1.76301 0.02916 -2.32550
B1 0.07374 -0.25459 -0.67801
O1 -0.15958 -1.54041 -0.27494
S1 -1.38057 0.93600 -0.90378
O2 -0.94494 2.07836 -1.68538
O3 -1.69793 1.34828 0.45710
N2 -2.64951 0.31358 -1.70012
S2 -3.31668 -1.00428 -1.12674
O4 -4.71351 -1.02321 -1.47961
O5 -3.09567 -1.29363 0.27215
P1 -2.54759 -2.66353 -2.34493
S3 -3.32751 -2.56856 -4.12677
H1 1.94100 -0.58792 0.96716
H2 3.25100 0.23273 0.14362
H3 2.70388 -1.36228 -0.41405
H4 1.08683 -0.69405 -2.80113
H5 2.77598 -0.35793 -2.41782
H6 1.69657 0.94800 -2.90727
H7 0.34572 -2.16492 -0.80730
H8 -2.91397 -3.86672 -1.72838
H9 -1.15307 -2.54345 -2.42789
C3 -0.77757 3.33287 2.32083
O6 0.39516 2.91763 3.08966
P2 1.06744 3.82262 4.19856
O7 2.52362 3.73674 4.10611
O8 0.54522 2.93391 5.47944
C4 -0.77937 2.41154 5.52844
O9 0.70596 5.25316 4.81374
C5 -0.51006 5.51387 5.52041
H10 -0.57662 3.15873 1.27112
H11 -1.62882 2.72572 2.61259
H12 -1.00254 4.39173 2.47347
H13 -0.76888 1.35593 5.25630
H14 -1.46599 2.93544 4.86497
H15 -1.14382 2.50759 6.55148
H16 -0.44447 5.10500 6.52711
H17 -1.38158 5.10988 5.00904
H18 -0.61829 6.59427 5.58104
C6 -5.10991 4.04401 -7.01819
O10 -3.73060 3.64504 -7.04025
P3 -2.56845 4.46787 -6.28887
O11 -1.40301 4.52676 -7.16481
O12 -2.35178 3.46637 -5.04722
C7 -3.47450 2.86327 -4.38300
O13 -2.62886 5.84394 -5.47654
C8 -3.29057 5.96566 -4.20936
H19 -5.48299 4.04398 -8.04102
H20 -5.68393 3.32818 -6.43084
H21 -5.24754 5.04333 -6.60055
H22 -3.58853 1.83616 -4.72639
H23 -4.39643 3.41586 -4.56819
H24 -3.28427 2.84060 -3.31194
H25 -2.66883 5.53167 -3.42846
H26 -4.27142 5.49558 -4.20734
H27 -3.41751 7.02896 -4.01793
C9 4.18961 1.51535 5.59313
O14 4.91701 0.27369 5.38346
P4 6.02253 0.12996 4.24939
O15 5.92534 -1.17361 3.60569
O16 7.34011 0.18366 5.21982
C10 7.41735 1.08049 6.31924
O17 6.48613 1.19252 3.16049
C11 7.14904 2.41722 3.48814
H28 3.12731 1.29232 5.62399
H29 4.49170 1.94638 6.54706
H30 4.35795 2.23853 4.79674
H31 7.20124 0.54534 7.24556
H32 6.73013 1.92110 6.23188
H33 8.43435 1.47005 6.36991
H34 8.19328 2.21780 3.72492
H35 6.66917 2.93959 4.31371
H36 7.09871 3.05229 2.60751
C12 -1.59819 -9.27539 -4.31700
O18 -1.45031 -7.90453 -3.90636
P5 -2.28605 -7.25416 -2.69045
O19 -2.70968 -5.91448 -3.06566
O20 -1.01223 -7.18994 -1.65944
C13 -0.08885 -8.26071 -1.53171
O21 -3.33739 -7.82930 -1.63457
C14 -3.02660 -8.84299 -0.67303
H37 -1.74317 -9.29519 -5.39511
H38 -0.69111 -9.82715 -4.07105
H39 -2.45366 -9.76172 -3.84525
H40 0.81848 -8.03338 -2.09383
H41 -0.49031 -9.21295 -1.88105
H42 0.17033 -8.36245 -0.47816
H43 -2.45982 -8.40723 0.14744
H44 -2.47624 -9.67460 -1.10967
H45 -3.97224 -9.21952 -0.29126

Cartesian forces (eV/Å) of the 3 atoms listed first:
C 0.1 0.0 0.0
N 0.2 -0.9 0.0
C -0.3 0.7 -0.2

## Properties
Net charge ... -1
Electronic energy ... -140858.34232 eV
Molar mass ... 839.4 Da
2S+1 ... 1
E_HOMO ... -5.141 eV

Löwdin population analysis, charges in e, atoms 1 to 2:
1 C -0.0836
2 N -0.1099